# 1
ORCA calculation (ωB97M-V/def2-TZVPD) on a structure of composition C45H139O25Sn in a non-equilibrium geometry.

Structure (XYZ):
```
210
Properties=species:S:1:pos:R:3:forces:R:3
Sn 2.010510 -0.186420 -6.202107 -1.1 0.5 4.1
C -0.939230 -0.467850 0.356673 -0.7 0.3 -0.5
C 0.106520 0.121080 -0.571947 1.5 -0.7 0.9
C 1.500890 -0.339750 -0.069507 -0.5 0.8 -0.3
O -0.021340 -0.139160 -1.937057 -0.2 0.0 -0.7
H -0.888020 -0.014180 1.346453 0.2 0.1 0.0
H -0.896130 -1.546260 0.509223 0.0 -0.1 -0.3
H -1.896090 -0.174040 -0.074857 -0.4 -0.3 0.2
H 0.102070 1.185850 -0.338837 -0.2 0.7 -0.3
H 2.237830 0.224670 -0.640857 0.4 -0.3 -0.2
H 1.609190 -1.419710 -0.169807 0.2 -0.1 -0.1
H 1.661470 -0.040550 0.966253 -0.1 -0.2 0.1
C -3.734040 7.234740 -1.447367 1.2 -0.7 0.6
C -2.222110 7.010090 -1.652367 0.6 -2.0 0.3
C -1.526870 5.827260 -0.848417 -0.8 1.1 0.4
O -1.982100 6.647830 -3.009067 0.3 1.2 -0.1
H -4.241000 6.322300 -1.761287 -0.3 0.2 -0.4
H -4.030000 8.122630 -2.006087 -0.2 -0.2 0.1
H -3.949110 7.313880 -0.381727 -0.1 0.4 0.0
H -1.652950 7.892870 -1.361037 -0.1 0.2 -0.6
H -1.858490 4.836270 -1.158337 -0.3 0.0 -0.1
H -1.706840 5.959190 0.218503 -0.1 -0.2 0.2
H -0.445030 5.853400 -0.978947 0.0 0.2 -0.3
H -2.530830 5.875030 -3.161627 -0.2 -0.4 -0.4
C -3.433860 1.333480 6.086653 0.8 0.3 -0.2
C -3.309580 1.378170 4.567663 1.9 -1.5 0.8
C -2.471570 0.293580 3.844573 0.1 -0.4 0.1
O -4.576380 1.304080 4.068363 -2.2 0.7 -1.8
H -4.163840 2.100890 6.344183 0.0 0.0 0.1
H -2.475990 1.618090 6.522053 0.0 -0.2 0.3
H -3.776650 0.372210 6.469483 0.1 -0.1 -0.1
H -2.836330 2.328770 4.321693 -0.4 0.3 -0.2
H -2.899580 -0.707910 3.888403 -0.3 -0.2 0.8
H -1.433220 0.207920 4.164853 0.1 0.2 0.1
H -2.496080 0.405280 2.760583 0.1 0.8 -0.1
H -5.064500 0.548130 4.402853 0.1 -0.1 0.1
C -4.525400 4.193830 1.009713 0.7 0.8 -0.1
C -3.753360 4.585430 2.306903 -2.4 0.0 0.4
C -3.823430 6.090260 2.611913 -0.2 -0.5 -1.0
O -4.562510 4.001400 3.337823 0.5 0.4 0.6
H -4.774130 3.133460 0.966853 0.5 -0.1 0.0
H -4.023940 4.525830 0.100633 0.3 -0.2 -0.1
H -5.494920 4.690340 0.969713 0.0 0.2 0.4
H -2.725700 4.233940 2.399003 0.1 -0.2 -0.4
H -3.401580 6.341170 3.585143 0.1 0.0 -0.2
H -4.865600 6.408290 2.582633 -0.1 -0.2 0.3
H -3.369600 6.623350 1.776473 0.4 0.3 0.2
H -4.477160 3.045270 3.349253 -0.3 -0.2 -0.1
C 1.862810 -5.144930 1.086503 -0.8 -1.3 0.8
C 2.773170 -6.055790 1.962623 -0.7 -0.1 -1.0
C 2.207620 -6.159600 3.339503 0.4 -0.1 1.1
O 2.826100 -7.384810 1.409953 -0.4 1.2 0.7
H 0.891710 -5.638420 1.125473 -0.2 -0.2 -0.1
H 2.102630 -5.158940 0.023303 0.4 0.6 0.1
H 1.634940 -4.193180 1.566453 0.6 0.4 -0.4
H 3.779260 -5.637170 1.937373 0.3 0.1 0.4
H 2.780580 -6.855500 3.952323 0.2 -0.1 -0.1
H 1.190660 -6.551280 3.361203 -0.1 0.2 -0.3
H 2.277190 -5.202870 3.857113 -0.2 0.2 0.0
H 3.093520 -7.164100 0.514753 0.2 -0.9 -0.5
C 4.494370 -0.770040 1.948753 1.0 -0.3 -1.6
C 4.272370 -2.236540 2.391033 -1.0 3.1 0.6
C 5.530850 -3.052340 2.286343 0.0 -0.6 0.4
O 3.828460 -2.027470 3.742413 -0.3 -1.4 0.1
H 4.959230 -0.793310 0.963123 0.1 0.2 -0.4
H 5.227060 -0.254700 2.569803 0.1 -0.2 0.4
H 3.644010 -0.094680 1.854573 -0.4 -0.5 0.3
H 3.373480 -2.593280 1.888203 0.3 -0.5 -0.3
H 5.988200 -3.138970 1.300743 -0.3 0.3 -0.2
H 5.338870 -4.070180 2.625843 0.0 0.0 0.2
H 6.260790 -2.602570 2.959383 0.1 0.0 0.0
H 4.465650 -1.428920 4.139043 0.3 0.0 0.6
C -6.464530 1.314320 -6.209077 -0.2 0.8 0.1
C -5.939100 0.091030 -5.456647 0.0 1.1 0.0
C -5.378110 0.388800 -4.088527 -0.1 0.1 0.7
O -6.962850 -0.875590 -5.252587 0.4 0.2 -0.6
H -5.704880 2.068280 -6.415467 0.5 -0.2 0.1
H -7.212570 1.900850 -5.675667 -0.3 -0.4 0.3
H -6.884670 1.074630 -7.185867 -0.1 -0.3 0.0
H -5.149840 -0.277120 -6.112117 0.2 -0.6 0.1
H -6.111590 0.907210 -3.470987 -0.3 0.1 -0.1
H -4.478350 1.002590 -4.046107 0.1 0.0 -0.4
H -5.193340 -0.550630 -3.567547 0.2 -0.1 -0.1
H -7.172690 -1.132920 -6.153337 -0.6 -0.4 0.0
C 4.449490 0.799110 7.021333 0.3 -1.2 -1.0
C 5.140200 0.778920 5.650073 0.5 2.0 -0.2
C 6.277630 1.826310 5.574323 -0.8 -0.2 0.4
O 5.659280 -0.461580 5.274473 0.0 -1.0 0.2
H 3.721980 -0.007610 6.931673 -0.3 0.1 0.5
H 3.957160 1.742880 7.255883 0.2 -0.1 -0.1
H 5.181880 0.498520 7.770563 -0.1 0.3 0.3
H 4.386630 1.005030 4.895683 0.0 0.2 -0.1
H 5.883410 2.638790 6.184703 0.4 0.7 -0.6
H 6.567850 2.070060 4.552333 -0.4 0.3 0.0
H 7.208550 1.514820 6.048103 -0.1 -0.4 0.3
H 6.263570 -0.690090 5.984553 0.3 -0.5 0.0
C 5.049250 2.081010 -0.191067 0.8 0.2 -0.4
C 5.612360 3.458200 -0.630147 0.8 -1.8 0.2
C 7.130450 3.518850 -1.008177 -0.8 0.2 1.3
O 4.884980 3.819240 -1.788657 -0.4 0.4 -0.2
H 5.369320 1.797190 0.811473 -0.3 0.3 0.2
H 5.414860 1.243790 -0.785627 0.1 0.1 -0.5
H 3.964700 2.090480 -0.299547 0.0 0.1 0.4
H 5.382690 4.125200 0.200793 0.2 0.4 -0.1
H 7.803780 3.291560 -0.181707 -0.2 -0.3 0.2
H 7.329850 4.574460 -1.192687 0.2 0.0 -0.6
H 7.396130 2.856090 -1.831747 -0.2 0.2 -0.2
H 5.119000 4.737970 -1.939567 -0.2 0.2 -0.4
C -5.587330 -0.218170 0.876923 -0.4 1.0 -0.4
C -6.156360 -0.527060 -0.524207 0.8 -1.7 0.6
C -5.613780 -1.889460 -0.930097 0.6 -0.4 -0.8
O -7.559580 -0.620420 -0.423537 -0.5 0.5 0.4
H -5.957600 -0.918660 1.625473 -0.2 -0.1 -0.2
H -5.896220 0.782540 1.179023 -0.1 0.0 0.2
H -4.499580 -0.227670 0.946303 0.1 -0.1 -0.4
H -5.867020 0.162490 -1.317237 0.1 0.5 0.3
H -5.730920 -2.649900 -0.158017 -0.1 0.1 0.0
H -4.560990 -1.841110 -1.208287 0.4 0.2 0.4
H -6.024630 -2.278450 -1.861757 -0.6 0.1 0.0
H -7.954730 -0.482640 -1.287527 0.0 -0.1 -0.1
C -1.171020 -5.708510 -4.571497 -0.5 0.9 0.7
O -1.550370 -4.354370 -4.889477 0.3 -1.0 -1.1
H -0.255060 -5.689070 -3.980947 0.2 -0.2 0.0
H -1.965000 -6.105900 -3.939217 0.0 -0.5 0.0
H -1.025400 -6.358860 -5.434017 -0.2 0.4 -0.2
H -1.378940 -3.844570 -4.094297 0.1 0.5 0.4
C 1.290170 2.840890 -2.943247 -1.7 1.0 0.5
O 1.111430 1.675640 -3.673077 1.7 -1.7 -2.2
H 1.435980 2.654810 -1.879197 0.6 -0.1 0.1
H 2.041750 3.508880 -3.364007 -0.2 0.0 0.0
H 0.256750 3.179950 -3.015207 0.3 1.8 0.4
H 0.637430 1.091340 -3.076837 -0.6 -1.3 0.8
C 1.877650 1.541140 3.528923 -0.2 -0.5 -1.1
O 1.252320 2.372850 4.450623 0.5 -0.5 1.0
H 2.243390 0.579450 3.888753 -0.1 0.2 0.9
H 1.160340 1.258500 2.758433 -0.1 -0.1 -0.4
H 2.728950 1.999600 3.025723 0.2 0.3 -0.1
H 0.815780 3.083390 3.975053 -0.2 0.3 0.2
C 4.721490 -5.703100 -1.220167 -0.5 -1.2 0.0
O 3.982630 -6.924310 -0.891797 0.6 1.3 -0.8
H 4.470590 -4.945690 -0.477537 0.2 -0.2 0.0
H 5.778040 -5.970540 -1.236827 0.1 0.5 0.2
H 4.432660 -5.342860 -2.207537 -0.1 0.1 0.0
H 4.268330 -7.594280 -1.517187 -0.1 -0.2 0.1
C 3.021620 -2.169460 -2.780667 0.6 0.6 -0.6
O 2.042050 -1.293280 -3.285297 -0.1 0.0 -2.2
H 3.382430 -2.649030 -3.690567 0.4 -0.6 0.4
H 3.814610 -1.546600 -2.366777 0.3 -0.4 0.3
H 2.640740 -2.884210 -2.051167 -0.1 0.0 -0.1
H 1.480730 -0.906120 -2.609547 -1.3 0.8 0.9
C -4.182340 -3.517080 2.687073 0.9 -0.1 0.5
O -3.023860 -4.296890 2.346483 -1.3 -0.3 -1.0
H -4.022520 -3.285980 3.740233 -0.6 0.6 0.0
H -4.293540 -2.642750 2.045753 0.3 0.3 0.2
H -5.132860 -4.041920 2.591443 0.4 -0.6 -0.1
H -2.248260 -4.005970 2.831673 0.3 0.3 0.3
C -2.046120 -0.774910 -4.918477 -0.9 -0.6 -0.5
O -0.659960 -0.457520 -4.672307 -0.1 -0.2 -1.6
H -2.609900 0.001430 -5.435737 0.5 0.6 0.2
H -2.203780 -1.658060 -5.537577 0.8 -0.2 -0.1
H -2.608300 -1.046500 -4.025007 0.5 0.3 0.4
H -0.529140 -0.352900 -3.727027 0.2 0.1 1.0
C -3.241910 2.184290 -1.507257 -0.8 -1.3 0.6
O -2.327660 2.108510 -2.564097 0.5 0.7 -0.7
H -3.999410 2.950570 -1.671877 0.4 0.3 -0.1
H -3.786460 1.240110 -1.497237 -0.3 -0.1 0.3
H -2.770340 2.269400 -0.528247 0.1 0.4 0.0
H -1.739150 1.360750 -2.437127 0.3 -0.4 0.2
C 0.209730 -2.580820 3.530923 -0.2 0.3 0.6
O -0.676320 -3.706620 3.597003 0.5 0.4 0.0
H 1.260050 -2.850370 3.420163 0.0 -0.2 -0.6
H -0.170280 -1.903350 2.766263 0.3 -0.3 -0.2
H 0.214930 -2.009820 4.459383 -0.3 0.0 0.3
H -0.290330 -4.350940 4.194883 0.0 -0.2 0.0
C -1.478480 -3.506590 -1.456797 -0.1 1.0 -0.4
O -1.094390 -2.827960 -2.702597 -0.6 -1.5 0.7
H -0.669450 -3.495120 -0.726427 0.2 -0.2 -0.1
H -2.333800 -3.010420 -0.998157 0.0 0.2 0.0
H -1.818720 -4.526160 -1.637897 0.4 0.1 -0.5
H -0.686610 -1.973510 -2.543787 0.2 0.5 0.8
C 5.143150 1.805440 -4.322967 1.1 0.6 -0.4
O 3.899600 1.140980 -4.189557 -0.1 -0.4 -0.7
H 5.027140 2.818820 -4.707277 -0.2 0.1 0.0
H 5.616950 1.905070 -3.346407 0.1 -0.2 -0.1
H 5.809140 1.287200 -5.012887 -0.2 -0.3 0.1
H 3.520890 1.624560 -3.451777 -1.1 -0.3 0.2
C 0.226280 3.757580 1.831913 0.1 0.8 -0.9
O -0.134830 4.269120 3.120643 0.1 -0.5 -0.6
H -0.048100 4.473340 1.056993 -0.5 -0.1 -0.1
H 1.297640 3.668020 1.652263 0.3 -0.1 0.7
H -0.214130 2.786800 1.604523 -0.3 0.1 0.4
H -0.356680 5.197590 3.018983 0.0 0.0 0.2
C -2.245090 -6.708940 0.214683 0.2 -0.3 -0.2
O -3.527820 -6.237040 0.463143 -0.8 0.3 -0.2
H -2.170860 -6.998600 -0.833497 0.2 -0.1 -0.1
H -1.549970 -5.896490 0.426403 0.6 -0.2 -0.1
H -2.044930 -7.565280 0.858673 0.4 -0.2 -0.1
H -3.345530 -5.522040 1.077253 -0.6 0.4 0.6
C -2.319290 3.985230 -5.299367 0.5 0.1 -0.6
O -3.083920 4.162770 -4.150337 -0.6 0.4 0.2
H -2.563670 4.783000 -6.000757 0.0 -0.1 0.0
H -1.249030 4.018620 -5.095617 0.3 0.3 0.1
H -2.475490 3.017760 -5.776547 -0.4 -0.2 -0.1
H -2.908100 3.409160 -3.582217 0.2 -0.3 0.2
C 7.247840 -1.220490 -1.761007 -0.3 -1.0 -0.7
O 6.601120 -2.430970 -1.460997 -0.6 -1.3 0.9
H 8.194660 -1.221930 -1.220987 -0.1 0.9 0.0
H 7.403270 -1.323820 -2.834907 0.5 1.1 -0.2
H 6.504190 -0.460780 -1.520307 0.7 0.4 0.0
H 7.291930 -3.070340 -1.272327 -0.2 -0.2 0.0
```
Positions in Å, forces in eV/Å.

spin multiplicity: 1
net charge: +1
Kohn-Sham gap: 3.17 eV


# 2
ORCA calculation (ωB97M-V/def2-TZVPD) on a structure of composition C45H29N4O2Ti in a non-equilibrium geometry.

Structure (XYZ):
```
81
Properties=species:S:1:pos:R:3:forces:R:3
Ti 0.017477 0.009943 0.609578 -0.1 0.0 0.6
C 5.255977 -5.489957 -0.719622 0.0 0.0 0.0
C 4.897377 -5.114857 0.564078 0.0 -0.1 0.1
C 3.974377 -4.103857 0.766778 0.0 0.1 -0.1
C 3.408077 -3.450357 -0.322022 0.2 -0.1 -0.1
C 3.783477 -3.819857 -1.610222 -0.1 0.0 0.1
C 4.696077 -4.839357 -1.805222 0.1 0.0 -0.1
C 2.390577 -2.391957 -0.139722 -0.4 0.4 0.1
C 2.694377 -1.071857 -0.464622 0.2 -0.6 0.1
C 4.000977 -0.652257 -0.870922 -0.1 0.3 0.1
C 4.034677 0.697143 -0.761422 -0.2 -0.3 0.0
C 2.734977 1.107543 -0.325222 0.2 0.5 0.1
C 2.429277 2.413043 0.052378 -0.4 -0.4 0.0
C 3.470077 3.468843 -0.059422 0.1 0.1 -0.2
C 3.689477 4.003343 -1.326422 -0.1 0.0 0.1
C 4.589477 5.036043 -1.510422 0.0 0.0 -0.1
C 5.291177 5.543243 -0.429522 0.0 0.0 0.0
C 5.100977 4.996143 0.828678 0.0 0.1 0.1
C 4.193077 3.963643 1.019578 -0.1 -0.1 0.0
C 1.125177 2.787943 0.367578 0.7 0.3 -0.1
N 0.035077 1.961543 0.221778 0.0 0.3 -0.2
C -1.062623 2.784343 0.285178 -0.6 0.3 -0.1
C -2.363323 2.388643 -0.014622 0.4 -0.3 0.1
C -3.414223 3.435743 -0.064922 -0.1 0.1 0.0
C -3.737423 4.021243 -1.283622 0.1 -0.1 0.1
C -4.692823 5.019743 -1.346922 0.0 0.0 -0.1
C -5.339423 5.431943 -0.194222 0.0 0.0 0.0
C -5.018023 4.852843 1.023178 -0.1 0.0 0.1
C -4.054623 3.859543 1.093378 0.0 -0.1 -0.1
C -2.715123 1.066143 -0.269922 -0.2 0.5 0.1
C -4.063023 0.650743 -0.518722 0.2 -0.3 0.0
C -4.066223 -0.703657 -0.501122 0.2 0.3 0.0
C -2.718823 -1.121057 -0.244822 -0.2 -0.6 0.1
N -1.885323 -0.028657 -0.164822 0.1 0.0 0.1
C -2.363923 -2.437957 0.051778 0.4 0.4 0.0
C -1.056623 -2.803357 0.367478 -0.6 -0.3 -0.2
C -0.615323 -4.143857 0.602578 0.2 0.3 0.0
C 0.741277 -4.119857 0.576478 -0.2 0.3 0.0
C 1.128177 -2.770657 0.308778 0.5 -0.4 -0.2
N 0.021077 -1.958857 0.258478 0.0 -0.2 -0.2
C -3.392623 -3.495557 -0.019522 -0.2 -0.1 0.0
C -3.988023 -3.800357 -1.240822 0.1 0.0 0.1
C -4.969823 -4.771557 -1.313222 0.0 0.0 0.0
C -5.375923 -5.431257 -0.164822 -0.1 0.0 0.0
C -4.767323 -5.151257 1.048478 0.0 -0.1 0.0
C -3.769323 -4.195857 1.121678 0.0 0.1 -0.1
C -0.656723 4.128143 0.564678 0.2 -0.3 -0.1
C 0.700077 4.127943 0.628378 -0.2 -0.3 0.0
N 1.893277 0.022143 -0.223722 -0.1 0.0 0.1
H 5.966677 -6.286457 -0.876022 0.1 -0.1 0.0
H 5.329877 -5.618657 1.415278 0.1 0.0 0.1
H 3.695077 -3.811557 1.768578 0.0 0.0 0.1
H 3.336777 -3.323757 -2.459922 0.0 0.1 -0.1
H 4.963777 -5.132957 -2.808122 0.0 0.0 -0.1
H 4.787277 -1.316557 -1.169422 0.2 -0.1 0.0
H 4.864077 1.356343 -0.928922 0.1 0.1 0.0
H 3.129377 3.609243 -2.162022 0.0 0.0 -0.1
H 4.725877 5.450343 -2.497822 0.1 0.1 -0.1
H 5.970977 6.370543 -0.571922 0.1 0.0 0.0
H 5.652077 5.385843 1.673278 0.0 0.0 0.0
H 4.047877 3.546943 2.006178 0.0 0.0 0.1
H -3.225223 3.691343 -2.175222 0.0 0.0 -0.1
H -4.927323 5.469543 -2.299222 -0.1 0.1 -0.1
H -6.090923 6.203743 -0.249722 -0.1 0.1 0.0
H -5.517623 5.178343 1.924178 0.0 0.0 0.0
H -3.795323 3.408743 2.041678 0.0 0.0 0.1
H -4.898823 1.307243 -0.661122 -0.1 0.2 0.0
H -4.906223 -1.359957 -0.615222 -0.1 -0.1 0.0
H -1.257923 -4.994657 0.708578 -0.1 -0.1 0.0
H 1.422977 -4.936757 0.694178 0.1 -0.2 -0.1
H -3.658023 -3.286257 -2.131422 0.0 0.1 -0.1
H -5.416523 -5.009057 -2.267722 -0.1 0.0 0.0
H -6.174623 -6.155157 -0.217122 0.0 -0.1 0.0
H -5.069623 -5.682157 1.939178 0.0 0.0 0.1
H -3.289823 -3.975957 2.064878 0.0 0.0 0.1
H -1.322523 4.963243 0.663078 -0.1 0.1 0.0
H 1.357877 4.952043 0.823778 0.1 0.2 -0.1
O 1.047677 -0.255957 2.363578 0.9 -0.1 -0.7
C 0.020677 0.024643 3.015978 0.0 -0.1 2.2
O -1.023523 0.329243 2.411278 -0.7 0.1 -0.8
H 0.045677 -0.011057 4.126978 0.0 0.1 -0.5
```
Positions in Å, forces in eV/Å.

ΔE to the lowest compared entry with this formula, charge and spin: 15.3 kJ/mol
spin multiplicity: 1
net charge: +1
Kohn-Sham gap: 5.79 eV